1.
# C4H7NO

The molecule C4H7NO (ωB97M-V/def2-TZVPD, the Open Molecules 2025 dataset).

Results
- Structure (SMILES): C[C@H]1COC=N1
- DFT total energy: -286.59382 Eh
- E_HOMO: -9.68 eV
- Energy above the lowest of the compared OMol25 structures with the same formula, charge and spin: 23.7 kcal/mol

The geometry in XYZ format:
```
13
Properties=species:S:1:pos:R:3:mulliken_charge:R:1
C -1.370 -0.752 0.337 -1.305
C -0.343 -0.043 -0.544 0.378
C 0.294 1.224 0.052 -0.415
O 1.542 0.755 0.594 -0.367
C 1.747 -0.426 -0.040 0.026
N 0.820 -0.934 -0.735 -0.560
H -1.695 -1.674 -0.156 0.346
H -2.252 -0.124 0.510 0.337
H -0.936 -1.024 1.306 0.295
H -0.801 0.193 -1.509 0.334
H -0.287 1.714 0.838 0.269
H 0.534 1.949 -0.737 0.276
H 2.734 -0.860 0.109 0.387
```

2.
# C4H7NO

The molecule C4H7NO in a non-equilibrium geometry (ωB97M-V/def2-TZVPD, the Open Molecules 2025 dataset).

Results
- DFT total energy: -286.45783 Eh
- E_HOMO (spin up / spin down): -7.50 / -7.53 eV
- Energy above the lowest of the compared OMol25 structures with the same formula, charge and spin: 109.1 kcal/mol

The geometry in XYZ format:
```
13
Properties=species:S:1:pos:R:3:mulliken_charge:R:1
C -1.581 0.685 -0.078 -0.449
N -0.394 0.174 0.094 0.161
C -0.514 -1.262 0.077 -1.004
C 1.973 0.172 0.078 -1.022
C 0.893 0.995 -0.112 0.689
O 0.676 2.123 -0.537 -0.639
H -1.631 -1.244 0.054 0.448
H -1.924 1.539 0.482 0.252
H -2.208 0.277 -0.875 0.369
H 0.092 -1.786 -0.674 0.323
H -0.342 -1.651 1.084 0.327
H 1.972 -0.596 0.844 0.263
H 2.916 0.455 -0.374 0.282
```

3.
# C4H7NO

C4H7NO as an isolated structure in a non-equilibrium geometry (ωB97M-V/def2-TZVPD, the Open Molecules 2025 dataset).

Results
- DFT total energy: -286.47280 Eh
- E_HOMO: -9.57 eV
- Energy above the lowest of the compared OMol25 structures with the same formula, charge and spin: 99.7 kcal/mol

The geometry in XYZ format:
```
13
Properties=species:S:1:pos:R:3:mulliken_charge:R:1
C 1.303 -0.396 0.657 -0.628
C 1.201 0.769 -0.167 0.215
O 0.695 1.826 0.186 -0.619
C -0.277 -0.617 -0.284 -0.098
C -1.599 -0.251 0.264 -0.341
N -1.205 0.286 -1.016 -0.589
H 1.518 0.521 -1.189 0.337
H 1.901 -1.249 0.325 0.250
H 1.547 -0.167 1.717 0.301
H -0.099 -1.481 -0.909 0.375
H -1.570 0.448 1.099 0.219
H -2.406 -0.976 0.274 0.269
H -1.008 1.288 -0.958 0.309
```

4.
# C4H7NO

The molecule C4H7NO in a non-equilibrium geometry (ωB97M-V/def2-TZVPD, the Open Molecules 2025 dataset).

Results
- Structure (SMILES): CCOCC#N
- DFT total energy: -286.57622 Eh
- E_HOMO: -10.79 eV
- Energy above the lowest of the compared OMol25 structures with the same formula, charge and spin: 34.8 kcal/mol

The geometry in XYZ format:
```
13
Properties=species:S:1:pos:R:3:mulliken_charge:R:1
C -0.365 1.557 1.256 -1.203
C 0.231 0.575 0.269 -0.230
O -0.604 -0.574 0.222 -0.320
C -0.075 -1.625 -0.528 -0.304
C 0.235 -1.257 -1.931 0.308
N 0.535 -0.961 -3.008 -0.397
H -0.393 1.131 2.262 0.298
H 0.236 2.472 1.281 0.366
H -1.385 1.822 0.963 0.307
H 1.249 0.283 0.570 0.300
H 0.295 1.020 -0.735 0.309
H -0.818 -2.427 -0.524 0.289
H 0.860 -2.016 -0.098 0.277
```

5.
# C4H7NO

A 2-piece molecular cluster, C4H7NO overall (ωB97M-V/def2-TZVPD, the Open Molecules 2025 dataset).

Results
- DFT total energy: -286.38965 Eh
- E_HOMO: -9.10 eV
- Energy above the lowest of the compared OMol25 structures with the same formula, charge and spin: 151.9 kcal/mol

The geometry in XYZ format:
```
13
Properties=species:S:1:pos:R:3:mulliken_charge:R:1
N -1.790 -0.736 1.614 -0.575
C -0.703 -0.174 1.328 0.088
O -0.475 0.274 0.059 -0.361
C 0.805 0.703 -0.249 -0.190
C 1.885 -0.041 -0.063 -0.545
C -1.142 0.434 -2.180 -0.323
H -1.807 -0.957 2.607 0.255
H 0.138 0.047 1.997 0.348
H 0.786 1.680 -0.718 0.442
H 2.855 0.344 -0.354 0.257
H 1.830 -1.046 0.344 0.290
H -2.018 -0.205 -1.948 0.148
H -0.364 -0.324 -2.436 0.167
```

6.
# C4H7NO

A 2-piece molecular cluster, C4H7NO overall in a non-equilibrium geometry (ωB97M-V/def2-TZVPD, the Open Molecules 2025 dataset).

Results
- DFT total energy: -286.47990 Eh
- E_HOMO: -8.88 eV
- Energy above the lowest of the compared OMol25 structures with the same formula, charge and spin: 95.2 kcal/mol

The geometry in XYZ format:
```
13
Properties=species:S:1:pos:R:3:mulliken_charge:R:1
C -1.211 -1.386 0.941 -0.553
O -1.418 -0.061 1.470 -0.219
C -1.267 0.929 0.651 -0.276
C 1.382 1.067 -1.371 -0.563
C 1.691 -0.198 -0.710 0.359
N 1.901 -1.200 -0.169 -0.433
H -1.099 -1.328 -0.142 0.341
H -2.082 -1.978 1.228 0.244
H -0.304 -1.790 1.394 0.249
H -1.475 1.811 1.306 0.163
H 0.394 1.387 -1.017 0.175
H 2.137 1.818 -1.124 0.273
H 1.352 0.929 -2.455 0.239
```